(1)
An isolated molecule of C22H31N3O4S. Source: the OMol25 dataset; level of theory: ωB97M-V/def2-TZVPD.

Each line ends with the Mulliken charge.
CARTESIAN COORDINATES (ANGSTROEM)
S 3.824 -1.853 2.117  1.283
O -0.040 -0.235 5.876  -0.301
O 3.915 -2.869 1.106  -0.682
O -1.757 -1.451 5.085  -0.612
O 4.811 -1.795 3.153  -0.721
N 0.074 -2.500 3.070  0.195
N -0.466 1.548 -1.035  0.339
N 3.767 -0.342 1.421  -0.124
C 0.707 1.901 -1.810  -1.167
C -0.904 0.285 6.876  -0.680
C -1.219 0.423 -1.574  -0.721
C -1.756 0.741 -2.945  0.317
C -1.296 0.034 -4.046  -0.566
C 3.372 -0.224 0.037  -1.358
C -0.595 -1.114 5.027  0.515
C 2.211 -1.958 2.827  0.081
C -3.232 2.527 -1.957  -1.499
C -2.693 1.301 -5.498  -0.802
C 1.002 0.420 0.644  0.395
C -3.160 2.012 -4.408  -0.821
C 1.883 0.930 -1.634  -0.819
C 0.379 -1.589 4.050  -0.128
C -1.206 -3.117 2.862  -0.930
C 1.713 -1.237 3.914  -0.607
C 2.248 0.803 -0.154  0.703
C -2.706 1.750 -3.124  0.891
C 1.174 -2.723 2.332  -0.428
C -0.130 1.418 0.368  -1.989
C -1.243 -0.499 -6.495  -1.492
C -1.752 0.297 -5.331  0.694
H 1.232 0.410 1.710  0.214
H 1.018 2.900 -1.487  0.462
H -3.894 2.792 -4.559  0.367
H -0.559 -0.745 -3.903  0.338
H 2.738 1.292 -2.207  0.479
H -0.168 -0.649 -6.420  0.351
H -1.140 -3.802 2.020  0.331
H -1.514 -3.662 3.755  0.326
H -0.302 0.963 7.473  0.226
H -1.964 -2.359 2.662  0.321
H 4.520 0.250 1.725  0.316
H -1.717 -1.481 -6.513  0.299
H -1.029 1.130 0.917  0.430
H -3.850 1.888 -1.326  0.295
H 1.192 -3.408 1.508  0.518
H 3.028 -1.217 -0.265  0.497
H 2.604 1.775 0.206  0.157
H -1.741 0.816 6.417  0.301
H -1.300 -0.523 7.495  0.302
H -0.624 -0.503 -1.629  0.353
H -1.464 0.002 -7.434  0.376
H 4.225 0.042 -0.598  0.316
H -3.065 1.530 -6.487  0.370
H 1.612 -0.052 -2.026  0.280
H 0.418 1.958 -2.862  0.494
H 0.685 -0.586 0.360  0.040
H -2.055 0.241 -0.892  0.615
H 2.257 -0.552 4.530  0.556
H -3.837 3.364 -2.294  0.389
H 0.177 2.409 0.718  0.451
H -2.406 2.894 -1.352  0.261

calculated total energy = -46812.9635 eV
Kohn-Sham gap = 8.89 eV
HOMO level = -8.358 eV
lowest unoccupied orbital energy = 0.5 eV
energy above the lowest of the compared OMol25 structures with the same formula, charge and spin = 149.32 kJ/mol
multiplicity = 1
structure (SMILES) = COC(=O)c1cc(S(=O)(=O)NCC2CCN(Cc3cc(C)ccc3C)CC2)cn1C

=====

(2)
A structure of composition C24H27N3O6S2 in a non-equilibrium geometry. Source: the OMol25 dataset; level of theory: ωB97M-V/def2-TZVPD.

Each line ends with the Mulliken charge.
CARTESIAN COORDINATES (ANGSTROEM)
S 3.607 -1.371 1.140  0.891
S -2.973 0.802 1.243  1.015
O -1.871 -4.279 -0.706  -0.464
O -1.802 -0.171 1.387  -0.439
O 5.025 -1.191 1.113  -0.690
O 3.001 -1.848 2.265  -0.643
O -4.283 0.381 1.416  -0.692
O 3.471 1.223 -2.057  -0.691
N 2.797 -1.720 -0.257  0.053
N -3.043 1.537 -0.103  0.227
N 1.431 0.056 -1.739  -0.015
C -3.693 -2.772 0.125  0.471
C -2.965 -4.164 0.197  -0.669
C 1.785 0.957 1.318  -0.013
C 0.071 -3.871 -1.537  -0.947
C -4.211 2.319 -0.572  -1.260
C 1.504 2.360 1.449  -0.227
C -0.087 3.420 -1.990  -1.024
C -0.790 -3.778 -0.474  0.726
C 3.802 2.760 0.964  -0.443
C 0.853 2.455 -1.677  0.171
C 0.581 1.174 -1.536  0.215
C 0.663 -2.481 0.842  0.292
C 4.179 1.303 1.013  -0.379
C -0.738 0.704 -1.088  -0.147
C 3.485 -1.391 -1.338  -1.257
C 2.853 0.096 -1.621  0.530
C -1.323 3.332 -1.258  -1.075
C 1.577 -2.618 -0.058  -0.524
C 2.637 3.342 1.001  -0.523
C -0.491 -3.186 0.532  0.468
C 1.334 -3.267 -1.455  -1.023
C 3.067 0.521 1.342  0.644
C -2.447 2.230 2.261  -1.072
C -1.701 1.761 -0.900  -0.067
H -3.856 3.316 -0.280  0.422
H -2.994 -2.057 0.257  -0.895
H -3.812 -4.830 -0.060  0.354
H 0.930 0.343 1.764  -0.119
H 2.227 4.335 1.169  0.435
H 2.020 -3.240 -2.099  0.882
H -0.890 -0.261 -0.677  0.112
H 5.231 1.124 0.809  0.415
H 4.616 3.700 0.431  0.064
H -4.179 2.384 -1.752  0.244
H -2.127 1.784 3.270  0.349
H -2.896 -4.322 1.294  0.379
H -4.489 -2.710 0.949  0.310
H -3.459 2.713 2.423  0.446
H 0.508 2.753 1.527  0.303
H 0.990 -1.759 1.901  0.226
H -1.820 3.007 1.704  0.210
H -3.971 -2.620 -0.907  0.346
H -0.004 4.552 -2.029  0.279
H 3.448 -1.716 -2.227  0.913
H -0.073 -4.548 -2.311  0.524
H 1.184 -0.879 -1.214  0.368
H -2.015 3.840 -1.041  1.016
H 1.816 2.710 -2.308  0.161
H -1.237 -2.940 1.426  -0.045
H -4.898 1.759 -0.250  0.600
H 4.451 -1.063 -1.012  0.284

calculated total energy = -63732.4125 eV
Kohn-Sham gap = 8.70 eV
HOMO level = -8.467 eV
lowest unoccupied orbital energy = 0.2 eV
energy above the lowest of the compared OMol25 structures with the same formula, charge and spin = 1836.78 kJ/mol
multiplicity = 1

=====

(3)
The ion C6H14NO2 with charge +1 in a non-equilibrium geometry. Source: the OMol25 dataset; level of theory: ωB97M-V/def2-TZVPD.

Each line ends with the Mulliken charge.
CARTESIAN COORDINATES (ANGSTROEM)
O 1.254 -0.461 0.621  -0.265
O -1.377 -0.597 1.355  -0.535
N -0.623 -1.710 -0.948  -0.340
C -1.859 1.568 0.334  -0.958
C 2.513 -0.461 1.265  -0.701
C 0.933 0.153 -0.531  0.638
C 1.601 1.082 -1.248  -0.961
C -1.711 0.104 0.142  -0.126
C -0.559 -0.231 -0.919  -0.163
H 3.014 -1.424 1.362  0.249
H -1.212 0.104 2.031  0.298
H -1.423 -2.267 -1.407  0.371
H -2.863 1.891 0.080  0.309
H 2.100 -0.141 2.277  0.260
H 0.122 -2.145 -1.408  0.324
H -1.614 1.678 1.400  0.263
H 2.600 1.351 -0.852  0.221
H -1.071 2.065 -0.269  0.360
H 3.197 0.332 0.914  0.314
H -2.594 -0.456 -0.109  0.455
H 1.056 1.402 -2.151  0.281
H -0.891 0.223 -1.916  0.367
H -0.593 -2.060 -0.022  0.339

total charge = +1
calculated total energy = -12025.3851 eV
Kohn-Sham gap = 9.52 eV
HOMO level = -12.855 eV
lowest unoccupied orbital energy = -3.3 eV
energy above the lowest of the compared OMol25 structures with the same formula, charge and spin = 160.53 kJ/mol
multiplicity = 1
structure (SMILES) = C=C(OC)[C@@H]([NH3+])[C@H](C)O

=====

(4)
An isolated molecule of C4H5NO2. Source: the OMol25 dataset; level of theory: ωB97M-V/def2-TZVPD.

Each line ends with the Mulliken charge.
CARTESIAN COORDINATES (ANGSTROEM)
O -2.185 0.764 -1.840  -0.468
O -0.317 1.566 -0.925  -0.302
N -0.774 -0.564 -0.461  -0.632
C 1.135 -1.124 1.128  -1.014
C 0.597 1.146 0.029  -0.443
C -1.100 0.506 -1.108  0.658
C 0.345 -0.162 0.286  0.686
H 1.750 -0.581 1.854  0.296
H -2.824 0.049 -1.711  0.354
H 1.047 1.947 0.597  0.325
H 1.822 -1.698 0.491  0.237
H 0.504 -1.848 1.658  0.303

calculated total energy = -9813.6470 eV
Kohn-Sham gap = 9.51 eV
HOMO level = -8.747 eV
lowest unoccupied orbital energy = 0.8 eV
energy above the lowest of the compared OMol25 structures with the same formula, charge and spin = 64.44 kJ/mol
multiplicity = 1
structure (SMILES) = Cc1coc(O)n1